No. 1
DFT (ωB97M-V with the def2-TZVPD basis set) results for 2 unconnected molecules or ions with the total composition C5H13N2 at a distorted geometry.

Last column: Löwdin charge in e.
CARTESIAN COORDINATES (ANGSTROEM)
C1 1.274 -2.480 -0.559  -0.034
C2 1.352 -0.717 -2.039  -0.065
C3 -0.627 1.098 0.878  -0.305
C4 -1.605 0.136 0.185  0.017
C5 -1.243 2.195 1.633  0.005
N1 1.235 -1.274 -0.670  -0.157
N2 0.616 0.787 0.761  0.247
H1 1.710 -3.208 -1.263  0.105
H2 1.188 -2.842 0.489  0.103
H3 1.786 -1.577 -2.691  0.123
H4 0.321 -0.365 -2.229  0.077
H5 -1.846 -0.548 0.984  0.106
H6 -1.101 -0.473 -0.560  0.063
H7 -2.514 0.641 -0.081  0.096
H8 -0.608 2.710 2.435  0.133
H9 -2.065 1.603 2.079  0.111
H10 -1.832 2.872 1.002  0.115
H11 1.206 1.347 1.257  0.107
H12 0.862 -0.163 0.347  0.059
H13 1.890 0.258 -1.958  0.092

## Properties
Orbital gap in Eh: 0.3964
2S+1: 1
ΔE to the lowest compared entry with this formula, charge and spin in kcal per mole: 59.4
Highest occupied orbital energy in hartree: -0.5264
Net charge: +1


No. 2
DFT (ωB97M-V with the def2-TZVPD basis set) results for 2 unconnected molecules or ions with the total composition C6H6O2 at a distorted geometry.

Last column: Löwdin charge in e.
CARTESIAN COORDINATES (ANGSTROEM)
C1 -0.863 1.855 2.321  0.115
C2 -0.691 1.137 1.391  -0.164
C3 -0.573 0.328 0.197  -0.185
C4 0.467 -0.478 0.160  -0.137
C5 0.667 -1.630 -0.848  -0.080
H1 -1.012 2.717 2.955  0.057
H2 -1.463 0.185 -0.392  0.123
H3 1.282 -0.285 0.900  0.127
H4 0.670 -2.604 -0.342  0.072
H5 1.632 -1.581 -1.415  0.082
H6 -0.124 -1.625 -1.533  0.041
O1 0.292 3.966 0.738  0.211
C6 0.073 3.130 -0.022  -0.441
O2 -0.008 2.271 -0.788  0.180

## Properties
Orbital gap in Eh: 0.3590
2S+1: 1
ΔE to the lowest compared entry with this formula, charge and spin in kcal per mole: 41.8
Highest occupied orbital energy in hartree: -0.3307


No. 3
DFT (ωB97M-V with the def2-TZVPD basis set) results for 2 unconnected molecules or ions with the total composition C2H5N2O at a distorted geometry.

Last column: Löwdin charge in e.
CARTESIAN COORDINATES (ANGSTROEM)
C1 1.132 0.775 0.015  -0.025
C2 0.638 -0.628 0.108  -0.077
N1 -0.654 -0.805 0.139  0.111
N2 -2.197 0.432 -0.235  0.269
O1 -3.200 0.017 -0.048  0.286
H1 1.321 0.948 -0.955  0.057
H2 0.426 1.418 0.443  0.068
H3 2.145 0.909 0.445  0.120
H4 -0.959 -1.706 0.240  0.063
H5 1.347 -1.359 -0.153  0.129

## Properties
Orbital gap (spin up / spin down) in Eh: 0.3395 / 0.3395
2S+1: 1
ΔE to the lowest compared entry with this formula, charge and spin in kcal per mole: 99.2
Highest occupied orbital energy (spin up / spin down) in hartree: -0.5955 / -0.5955
Net charge: +1


No. 4
DFT (ωB97M-V with the def2-TZVPD basis set) results for 7 unconnected molecules or ions with the total composition C28H50N6O2S at a distorted geometry.

Last column: Löwdin charge in e.
CARTESIAN COORDINATES (ANGSTROEM)
O1 -0.855 -1.060 1.429  -0.346
S1 0.431 -0.455 1.077  0.694
O2 1.438 -0.336 2.122  -0.349
C1 1.128 -1.483 -0.245  -0.227
C2 0.556 -0.831 -1.484  -0.234
C3 0.748 0.693 -1.356  -0.190
C4 0.254 1.111 0.089  -0.179
H1 1.003 -2.556 -0.103  0.095
H2 2.212 -1.397 -0.165  0.095
H3 1.018 -1.129 -2.425  0.105
H4 -0.465 -1.154 -1.686  0.085
H5 0.227 1.351 -2.051  0.097
H6 1.818 0.803 -1.533  0.108
H7 -0.821 1.289 0.062  0.051
H8 0.843 1.846 0.638  0.092
C5 2.623 -5.901 -1.057  -0.116
C6 3.342 -4.917 -0.091  -0.221
C7 4.370 -4.050 -0.859  -0.199
C8 3.967 -3.295 -2.007  -0.219
N1 3.489 -2.746 -2.929  0.157
H9 1.888 -6.549 -0.580  0.066
H10 3.405 -6.476 -1.551  0.073
H11 2.038 -5.467 -1.869  0.061
H12 3.555 -5.553 0.768  0.114
H13 2.539 -4.278 0.275  0.081
H14 5.351 -4.523 -0.895  0.123
H15 4.576 -3.315 -0.081  0.113
C9 -1.517 -5.357 -1.495  -0.119
C10 -2.470 -4.853 -0.413  -0.230
C11 -3.412 -3.692 -0.876  -0.145
C12 -4.041 -4.013 -2.175  -0.257
N2 -4.494 -4.206 -3.191  0.152
H16 -2.147 -5.575 -2.358  0.060
H17 -0.931 -6.249 -1.275  0.069
H18 -0.782 -4.618 -1.812  0.064
H19 -1.784 -4.666 0.414  0.097
H20 -2.938 -5.718 0.056  0.106
H21 -2.907 -2.733 -0.988  0.077
H22 -4.282 -3.454 -0.264  0.094
C13 -4.935 5.167 2.233  -0.091
C14 -3.990 4.729 3.437  -0.229
C15 -2.517 4.658 3.035  -0.174
C16 -2.189 3.290 2.517  -0.191
N3 -1.923 2.299 2.085  0.189
H23 -4.796 4.774 1.226  0.063
H24 -4.845 6.242 2.078  0.062
H25 -5.994 4.976 2.405  0.063
H26 -4.364 3.812 3.892  0.108
H27 -4.030 5.478 4.228  0.102
H28 -1.951 4.612 3.965  0.108
H29 -2.105 5.565 2.593  0.124
C17 1.596 2.324 -4.539  -0.101
C18 2.694 3.011 -3.801  -0.279
C19 3.397 4.011 -4.689  -0.215
C20 4.294 3.492 -5.651  -0.258
N4 4.995 3.014 -6.428  0.154
H30 1.253 1.441 -4.000  0.050
H31 2.023 1.899 -5.447  0.088
H32 0.768 3.024 -4.653  0.088
H33 3.347 2.266 -3.346  0.113
H34 2.413 3.519 -2.878  0.108
H35 3.921 4.819 -4.177  0.125
H36 2.692 4.569 -5.305  0.128
C21 -3.198 -0.460 -2.417  -0.071
C22 -3.642 0.691 -1.421  -0.176
C23 -3.769 0.155 0.062  -0.207
C24 -4.920 -0.671 0.289  -0.261
N5 -5.822 -1.371 0.383  0.154
H37 -2.395 -1.070 -2.002  0.027
H38 -2.649 0.010 -3.232  0.065
H39 -4.039 -1.003 -2.850  0.076
H40 -4.650 1.103 -1.459  0.102
H41 -2.941 1.525 -1.425  0.087
H42 -3.948 0.886 0.850  0.098
H43 -2.905 -0.393 0.437  0.082
C25 3.479 2.726 4.109  -0.123
C26 2.573 1.963 4.995  -0.298
C27 3.217 1.511 6.331  -0.177
C28 2.332 0.842 7.324  -0.193
N6 1.672 0.329 8.141  0.127
H44 4.358 2.081 4.088  0.075
H45 3.808 3.682 4.516  0.077
H46 3.207 2.965 3.081  0.075
H47 1.998 1.169 4.518  0.102
H48 1.715 2.608 5.187  0.103
H49 3.786 2.407 6.581  0.114
H50 4.005 0.827 6.016  0.112

## Properties
Orbital gap in Eh: 0.3876
2S+1: 1
Highest occupied orbital energy in hartree: -0.3862


No. 5
DFT (ωB97M-V with the def2-TZVPD basis set) results for a single C5H8O molecule at a distorted geometry.

Last column: Löwdin charge in e.
CARTESIAN COORDINATES (ANGSTROEM)
C1 -0.846 -1.172 -0.226  -0.056
C2 -0.203 0.155 0.068  -0.301
C3 -1.174 1.283 0.273  -0.062
C4 1.111 0.327 0.413  -0.044
C5 2.102 -0.463 -0.302  -0.261
O1 1.793 -1.022 -1.365  0.002
H1 -0.148 -2.009 -0.164  0.079
H2 -1.638 -1.367 0.507  0.087
H3 -1.298 -1.165 -1.222  0.093
H4 -1.590 1.576 -0.697  0.093
H5 -1.995 1.002 0.940  0.081
H6 -0.699 2.166 0.713  0.078
H7 1.466 1.199 0.950  0.101
H8 3.121 -0.508 0.111  0.111

## Properties
Orbital gap in Eh: 0.3521
2S+1: 1
ΔE to the lowest compared entry with this formula, charge and spin in kcal per mole: 30.1
Highest occupied orbital energy in hartree: -0.3429


No. 6
DFT (ωB97M-V with the def2-TZVPD basis set) results for a molecular structure, C8H14N3Ni at a distorted geometry.

Last column: Löwdin charge in e.
CARTESIAN COORDINATES (ANGSTROEM)
C1 -3.245 -2.655 -2.995  -0.086
Ni1 0.163 0.093 -1.455  -0.001
N1 0.978 0.209 -3.261  -0.043
H1 -1.413 -0.133 -1.270  -0.113
H2 -3.133 -3.552 -2.378  0.005
H3 -4.000 -2.763 -3.800  0.009
H4 -2.259 -2.350 -3.370  -0.006
H5 -3.537 -1.866 -2.281  -0.001
H6 1.749 -0.457 -3.187  0.027
H7 1.421 1.099 -3.568  0.049
H8 0.361 -0.081 -4.018  0.028
N2 2.626 0.072 1.564  0.051
C2 2.307 -0.266 0.304  -0.274
N3 1.018 0.137 0.073  -0.109
C3 0.561 0.814 1.223  -0.259
C4 -0.729 1.224 1.534  -0.083
C5 -0.961 1.625 2.867  -0.142
C6 0.084 1.626 3.811  -0.174
C7 1.364 1.179 3.482  -0.100
C8 1.567 0.772 2.171  -0.226
H9 3.505 -0.165 2.009  0.128
H10 2.933 -0.825 -0.375  0.049
H11 -1.511 1.201 0.773  0.043
H12 -1.960 1.945 3.182  0.079
H13 -0.113 1.982 4.818  0.070
H14 2.226 1.136 4.148  0.079

## Properties
Orbital gap (spin up / spin down) in Eh: 0.1149 / 0.2221
2S+1: 3
Expectation value of S²: 2.029
Highest occupied orbital energy (spin up / spin down) in hartree: 0.0130 / -0.0976
Net charge: -1


Repeat the first record exactly.
DFT (ωB97M-V with the def2-TZVPD basis set) results for 2 unconnected molecules or ions with the total composition C5H13N2 at a distorted geometry.

Last column: Löwdin charge in e.
CARTESIAN COORDINATES (ANGSTROEM)
C1 1.274 -2.480 -0.559  -0.034
C2 1.352 -0.717 -2.039  -0.065
C3 -0.627 1.098 0.878  -0.305
C4 -1.605 0.136 0.185  0.017
C5 -1.243 2.195 1.633  0.005
N1 1.235 -1.274 -0.670  -0.157
N2 0.616 0.787 0.761  0.247
H1 1.710 -3.208 -1.263  0.105
H2 1.188 -2.842 0.489  0.103
H3 1.786 -1.577 -2.691  0.123
H4 0.321 -0.365 -2.229  0.077
H5 -1.846 -0.548 0.984  0.106
H6 -1.101 -0.473 -0.560  0.063
H7 -2.514 0.641 -0.081  0.096
H8 -0.608 2.710 2.435  0.133
H9 -2.065 1.603 2.079  0.111
H10 -1.832 2.872 1.002  0.115
H11 1.206 1.347 1.257  0.107
H12 0.862 -0.163 0.347  0.059
H13 1.890 0.258 -1.958  0.092

## Properties
Orbital gap in Eh: 0.3964
2S+1: 1
ΔE to the lowest compared entry with this formula, charge and spin in kcal per mole: 59.4
Highest occupied orbital energy in hartree: -0.5264
Net charge: +1


Q: What is the 2S+1 in the third record?
A: 1


Q: The highest 2S+1 belongs to which entry?
A: C8H14N3Ni